## P
C2H9NO2 | ωB97M-V/def2-TZVPD

```
14
Properties=species:S:1:pos:R:3:mulliken_charge:R:1
N 1.055 -0.912 0.507 -0.61
C 1.056 -0.805 -0.956 0.06
O 0.629 -2.005 -1.522 -0.53
H 2.010 -1.074 0.815 0.22
H 0.866 -0.003 0.923 0.21
H 0.413 0.031 -1.227 0.12
H 2.051 -0.621 -1.363 0.24
H 0.153 -2.486 -0.833 0.29
C -1.199 2.267 0.459 -0.57
O -1.345 1.173 1.386 -0.49
H -0.269 2.764 0.752 0.21
H -1.167 1.841 -0.542 0.21
H -1.944 3.059 0.538 0.36
H -2.269 1.080 1.638 0.28
```

Computed properties:
- HOMO-LUMO gap: 10.65 eV
- SMILES: NCO.CO
- E_LUMO: 0.8 eV

=====

## Q
C2H9NO2 | ωB97M-V/def2-TZVPD

```
14
Properties=species:S:1:pos:R:3:mulliken_charge:R:1
N -2.371 -0.787 0.577 -0.60
C -1.160 -1.602 0.565 -0.17
O -0.087 -0.838 1.189 -0.53
H -2.664 -0.674 1.541 0.27
H -2.120 0.153 0.291 0.24
H -1.166 -2.492 1.182 0.26
H -0.946 -1.827 -0.484 0.26
H 0.176 -0.212 0.517 0.28
C 1.754 1.651 -0.578 -0.59
O 1.282 0.495 -1.296 -0.54
H 2.703 1.916 -1.046 0.35
H 0.947 2.369 -0.689 0.23
H 2.055 1.376 0.443 0.23
H 1.598 0.471 -2.212 0.31
```

Computed properties:
- HOMO-LUMO gap: 10.06 eV
- SMILES: NCO.CO
- E_LUMO: 0.7 eV

=====

## R
C2H9NO2 | ωB97M-V/def2-TZVPD

```
14
Properties=species:S:1:pos:R:3:mulliken_charge:R:1
C 2.102 1.418 1.338 -0.64
C 1.451 0.841 0.360 0.09
N 0.669 1.524 -0.616 -0.41
H 2.572 2.374 1.037 0.18
H 2.294 1.344 2.456 0.23
H 1.132 -0.175 0.555 0.20
H 0.996 2.472 -0.790 0.22
H -0.338 1.449 -0.652 0.11
O -2.284 -2.400 0.728 -0.65
H -2.439 -1.544 1.147 0.29
H -2.157 -2.095 -0.201 0.38
O -1.066 -0.964 -1.603 -0.63
H -1.130 -0.085 -1.084 0.29
H -0.129 -1.048 -1.347 0.36
```

Computed properties:
- HOMO-LUMO gap: 9.15 eV
- SMILES: C=CN.O.O
- E_LUMO: 0.3 eV

=====

Ordering by calculated energy gives the sequence P, Q, R, with the first entry being the most stable.

=====

## P
C42H41Cl2N4O4STeTi | ωB97M-V/def2-TZVPD

```
96
Properties=species:S:1:pos:R:3:mulliken_charge:R:1
Ti -0.669 -0.515 -0.768 -1.43
C -1.683 5.860 2.630 -1.61
C -1.188 4.531 2.138 -0.19
C -0.091 3.905 2.685 -0.45
C 0.461 2.711 2.168 0.84
C 1.678 2.360 2.832 -1.22
N 2.785 1.842 2.390 0.13
C 3.168 1.609 1.002 -0.14
C 3.264 2.928 0.226 -0.39
C 3.546 2.688 -1.250 -0.93
N 2.381 2.128 -1.925 0.41
C 2.010 2.425 -3.124 -0.26
C 1.004 1.750 -3.868 0.40
C 1.060 1.894 -5.267 -1.04
C 0.315 1.114 -6.130 -0.08
C 0.428 1.224 -7.622 -1.71
C -0.545 0.187 -5.553 -0.62
C -0.678 0.043 -4.172 1.11
C -1.619 -0.910 -3.655 -0.33
N -1.763 -1.223 -2.417 0.37
C -2.908 -2.079 -2.072 -1.03
C -3.705 -1.455 -0.916 -0.06
C -3.695 0.071 -0.962 -1.34
N -2.425 0.621 -0.435 0.79
C -2.452 1.842 -0.049 -0.49
C -1.456 2.565 0.701 0.72
C -1.859 3.826 1.147 -0.74
C -0.230 1.986 1.139 -0.29
O 0.168 0.821 0.696 0.90
C 0.084 0.833 -3.284 -0.23
O -0.086 0.739 -1.988 0.91
H -0.947 6.349 3.264 0.41
H -2.599 5.737 3.211 0.34
H -1.916 6.522 1.797 0.41
H 0.421 4.386 3.512 0.46
H 1.725 2.672 3.871 0.45
H 3.525 1.731 3.070 0.43
H 2.436 0.953 0.546 -0.58
H 4.133 1.105 1.002 0.54
H 4.069 3.539 0.636 0.45
H 2.335 3.490 0.331 0.17
H 4.383 1.994 -1.367 0.28
H 3.819 3.626 -1.732 0.60
H 1.913 1.341 -1.477 -0.57
H 2.568 3.212 -3.625 0.52
H 1.752 2.623 -5.676 0.48
H 1.102 2.024 -7.920 0.41
H -0.548 1.413 -8.069 0.39
H 0.802 0.291 -8.046 0.37
H -1.131 -0.455 -6.202 0.57
H -2.281 -1.364 -4.394 0.35
H -2.546 -3.064 -1.779 0.21
H -3.553 -2.196 -2.944 0.59
H -3.308 -1.778 0.046 -0.20
H -4.734 -1.805 -0.980 0.66
H -4.525 0.452 -0.366 0.73
H -3.839 0.427 -1.987 0.35
H -3.379 2.400 -0.196 0.52
H -2.774 4.247 0.742 0.57
Cl 2.667 -1.283 -3.895 -0.15
C 2.231 -2.732 -3.068 0.60
C 2.347 -3.928 -3.757 -0.67
C 2.098 -5.124 -3.109 -0.63
C 1.777 -5.132 -1.765 -0.76
C 1.687 -3.932 -1.085 0.67
Cl 1.391 -3.986 0.615 -0.08
C 1.858 -2.691 -1.715 -0.39
S 1.771 -1.166 -0.804 -0.10
H 2.651 -3.917 -4.794 0.50
H 2.197 -6.059 -3.643 0.43
H 1.618 -6.063 -1.239 0.51
Te 0.738 -1.523 2.034 1.19
C -0.278 -0.335 3.491 0.99
C 0.478 -0.100 4.636 -0.94
C -0.100 0.528 5.731 -0.71
C -1.432 0.915 5.677 -0.80
C -2.179 0.687 4.529 -0.81
C -1.606 0.061 3.430 -0.12
C 0.044 -3.206 3.138 0.82
C 0.980 -4.051 3.722 -0.49
C 0.536 -5.146 4.449 -0.72
C -0.824 -5.395 4.571 -0.60
C -1.750 -4.543 3.982 -0.89
C -1.320 -3.437 3.267 -0.55
H 1.508 -0.446 4.681 0.45
H 0.483 0.700 6.627 0.54
H -1.893 1.378 6.539 0.47
H -3.220 0.982 4.499 0.53
H -2.200 -0.113 2.540 0.39
H 2.043 -3.863 3.614 0.46
H 1.257 -5.806 4.912 0.47
H -1.162 -6.259 5.127 0.44
H -2.809 -4.739 4.084 0.46
H -2.038 -2.766 2.815 0.39
O -0.952 -1.481 0.894 0.76
O -0.803 -2.224 -0.294 -0.51
```

Computed properties:
- Total charge: +3
- HOMO-LUMO gap: 6.87 eV
- E_LUMO: -8.5 eV

=====

## Q
C42H41Cl2N4O4STeTi | ωB97M-V/def2-TZVPD

```
96
Properties=species:S:1:pos:R:3:mulliken_charge:R:1
Ti -0.235 -0.088 -0.113 -0.72
C -4.379 4.388 3.460 -1.63
C -3.513 3.677 2.460 -0.34
C -2.569 4.328 1.699 -0.68
C -1.786 3.686 0.708 1.39
C -0.880 4.578 0.046 -0.68
N -0.321 4.569 -1.123 0.05
C -0.561 3.708 -2.286 0.03
C -2.037 3.705 -2.684 -0.26
C -2.266 2.891 -3.946 -1.02
N -1.857 1.507 -3.690 0.46
C -1.596 0.617 -4.587 -0.49
C -1.107 -0.690 -4.294 0.44
C -0.942 -1.599 -5.354 -0.96
C -0.469 -2.884 -5.165 0.11
C -0.301 -3.854 -6.300 -1.60
C -0.170 -3.253 -3.854 -0.71
C -0.295 -2.380 -2.775 0.43
C -0.067 -2.881 -1.441 -0.21
N -0.097 -2.228 -0.333 0.50
C -0.023 -3.066 0.885 -0.40
C -1.196 -2.790 1.840 -0.22
C -2.381 -2.126 1.154 -1.36
N -2.084 -0.703 0.918 0.72
C -2.906 0.146 1.407 -0.37
C -2.792 1.598 1.388 0.84
C -3.599 2.296 2.278 -0.64
C -1.888 2.281 0.540 -0.01
O -1.182 1.618 -0.342 0.27
C -0.752 -1.068 -2.979 0.73
O -0.868 -0.222 -1.985 -0.37
H -4.228 5.465 3.420 0.39
H -4.160 4.055 4.475 0.36
H -5.433 4.189 3.270 0.38
H -2.435 5.395 1.841 0.43
H -0.628 5.463 0.623 0.50
H 0.299 5.351 -1.299 0.38
H -0.189 2.710 -2.065 -0.64
H 0.043 4.122 -3.093 0.45
H -2.380 4.725 -2.860 0.46
H -2.646 3.294 -1.877 0.09
H -1.678 3.282 -4.778 0.52
H -3.318 2.923 -4.232 0.39
H -1.682 1.221 -2.722 -0.27
H -1.755 0.894 -5.626 0.56
H -1.207 -1.272 -6.354 0.42
H -0.557 -3.398 -7.254 0.41
H -0.939 -4.727 -6.162 0.36
H 0.729 -4.207 -6.360 0.35
H 0.174 -4.265 -3.661 0.50
H 0.103 -3.958 -1.387 0.37
H 0.928 -2.891 1.384 -0.73
H -0.037 -4.113 0.580 0.94
H -0.874 -2.157 2.667 -0.03
H -1.524 -3.736 2.270 0.54
H -3.276 -2.219 1.771 0.63
H -2.596 -2.602 0.195 0.28
H -3.777 -0.232 1.946 0.34
H -4.305 1.734 2.883 0.58
Cl 1.642 1.305 -3.917 -0.16
C 2.288 -0.257 -3.523 0.80
C 2.683 -1.071 -4.572 -0.79
C 3.235 -2.313 -4.306 -0.63
C 3.394 -2.735 -2.996 -0.69
C 2.993 -1.905 -1.964 0.77
Cl 3.221 -2.495 -0.339 -0.06
C 2.422 -0.648 -2.187 -0.78
S 1.975 0.427 -0.859 -0.32
H 2.577 -0.717 -5.588 0.49
H 3.566 -2.943 -5.121 0.53
H 3.843 -3.693 -2.770 0.50
Te 2.765 -0.314 2.270 1.52
C 2.624 -2.076 3.343 0.51
C 1.685 -2.259 4.358 -0.19
C 1.666 -3.466 5.035 -0.76
C 2.583 -4.463 4.713 -0.53
C 3.526 -4.265 3.715 -0.80
C 3.551 -3.066 3.018 -0.32
C 2.443 1.121 3.726 0.81
C 1.262 1.240 4.451 0.05
C 1.206 2.174 5.471 -0.91
C 2.316 2.965 5.759 -0.51
C 3.482 2.846 5.020 -0.75
C 3.552 1.922 3.986 -0.74
H 0.992 -1.475 4.630 0.30
H 0.949 -3.625 5.829 0.47
H 2.569 -5.397 5.258 0.45
H 4.245 -5.038 3.482 0.46
H 4.294 -2.906 2.244 0.43
H 0.394 0.641 4.211 0.27
H 0.299 2.283 6.050 0.46
H 2.266 3.683 6.567 0.44
H 4.337 3.469 5.243 0.45
H 4.462 1.833 3.402 0.39
O 0.346 0.859 1.433 -0.12
O 0.816 -0.447 1.804 -0.27
```

Computed properties:
- Total charge: +3
- HOMO-LUMO gap: 6.86 eV
- E_LUMO: -8.4 eV

=====

Ordering by calculated energy gives the sequence Q, P, with the first entry being the most stable.

=====

## P
C2H5ClN2O2 | ωB97M-V/def2-TZVPD

```
12
Properties=species:S:1:pos:R:3:mulliken_charge:R:1
C 1.272 0.262 -0.513 -1.19
C 0.456 0.176 0.742 -0.14
N -0.951 0.172 0.476 -0.31
Cl -1.819 1.823 -0.046 -0.02
N -1.527 -0.888 -0.063 1.27
O -0.857 -1.882 0.023 -0.64
O -2.639 -0.844 -0.486 -0.65
H 2.278 -0.277 -0.501 0.29
H 0.875 -0.056 -1.369 0.42
H 1.719 1.246 -0.801 0.35
H 0.434 -0.787 1.247 0.35
H 0.758 1.055 1.291 0.27
```

Computed properties:
- HOMO-LUMO gap: 9.48 eV
- SMILES: CCN(Cl)[N+](=O)[O-]
- E_LUMO: -1.3 eV

=====

## Q
C2H5ClN2O2 | ωB97M-V/def2-TZVPD

```
12
Properties=species:S:1:pos:R:3:mulliken_charge:R:1
C 0.665 1.250 -0.662 -1.02
C -0.517 0.720 0.191 -0.25
N -0.556 -0.769 0.102 -0.28
Cl -0.748 -1.492 -1.598 -0.03
N -0.044 -1.725 0.960 1.26
O 0.228 -1.316 2.078 -0.62
O 0.058 -2.857 0.586 -0.62
H 0.701 1.330 -1.790 0.31
H 0.734 2.283 -0.456 0.35
H 1.435 0.558 -0.354 0.31
H -0.490 0.947 1.266 0.35
H -1.466 1.073 -0.325 0.23
```

Computed properties:
- HOMO-LUMO gap: 9.89 eV
- SMILES: CCN(Cl)[N+](=O)[O-]
- E_LUMO: -0.5 eV

=====

Ordering by calculated energy gives the sequence Q, P, with the first entry being the most stable.

=====

## P
C3H2O2 | ωB97M-V/def2-TZVPD

```
7
Properties=species:S:1:pos:R:3:mulliken_charge:R:1
O -0.380 -2.951 -0.081 -0.35
C -0.053 -1.833 -0.109 0.85
C 0.289 -0.590 0.054 -0.77
C -0.454 0.915 -0.026 0.10
O 0.102 1.972 -0.080 -0.42
H 1.393 -0.460 -0.180 0.24
H -1.540 0.891 -0.020 0.34
```

Computed properties:
- HOMO-LUMO gap: 10.20 eV
- SMILES: O=C=CC=O
- E_LUMO: 0.3 eV

=====

## Q
C3H2O2 | ωB97M-V/def2-TZVPD

```
7
Properties=species:S:1:pos:R:3:mulliken_charge:R:1
C 0.365 -0.827 0.261 -0.08
C -1.854 0.263 0.300 0.77
C 1.391 -0.166 -0.075 -0.51
O -2.393 -0.742 0.529 -0.36
O -1.486 1.304 0.019 -0.36
H 1.654 0.834 -0.433 0.30
H 2.322 -0.665 -0.602 0.24
```

Computed properties:
- HOMO-LUMO gap: 10.15 eV
- E_LUMO: -1.0 eV

=====

## R
C3H2O2 | ωB97M-V/def2-TZVPD

```
7
Properties=species:S:1:pos:R:3:mulliken_charge:R:1
C -0.726 -0.682 0.360 -0.27
C 0.470 -0.532 0.947 -0.41
C 0.191 0.272 -0.197 0.67
O -0.015 1.754 -2.122 -0.56
O 0.594 1.157 -0.999 -0.10
H -1.674 -1.160 0.303 0.34
H 1.160 -0.808 1.707 0.34
```

Computed properties:
- HOMO-LUMO gap: 8.13 eV
- E_LUMO: -0.1 eV

=====

## S
C3H2O2 | ωB97M-V/def2-TZVPD

```
7
Properties=species:S:1:pos:R:3:mulliken_charge:R:1
C -1.641 -0.031 0.436 0.43
C -2.806 -0.040 -0.463 -0.21
C -0.395 -0.565 0.565 -0.18
O -2.739 0.840 0.402 -0.11
O 0.366 -1.406 -0.152 -0.47
H 0.330 0.016 1.208 0.23
H 0.209 -1.530 -1.087 0.31
```

Computed properties:
- HOMO-LUMO gap: 9.77 eV
- E_LUMO: 0.3 eV

=====

Ordering by calculated energy gives the sequence P, Q, S, R, with the first entry being the most stable.

=====

## P
C5H24N2O6 | ωB97M-V/def2-TZVPD

```
37
Properties=species:S:1:pos:R:3:mulliken_charge:R:1
C -2.782 -0.027 1.783 -1.46
C -1.304 -0.363 1.503 -0.44
C -0.782 0.166 0.161 1.46
N -1.582 -0.473 -0.952 -0.72
C -0.827 1.705 0.023 -1.37
N 0.201 2.409 0.822 -0.31
C 1.550 2.396 0.288 -0.43
O 2.293 1.324 0.852 -0.61
H -3.511 -0.499 1.020 0.25
H -3.101 -0.405 2.786 0.39
H -2.960 0.955 1.762 0.44
H -1.137 -1.382 1.577 0.47
H -0.735 0.124 2.276 0.21
H 0.216 -0.203 0.003 -0.38
H -1.220 -0.185 -1.862 0.21
H -2.566 -0.227 -0.922 0.28
H -1.792 2.093 0.329 0.26
H -0.716 2.019 -0.995 0.55
H 0.139 2.113 1.749 0.32
H 1.592 2.309 -0.821 0.31
H 2.082 3.243 0.669 0.28
H 2.357 0.592 0.274 0.37
O 2.732 -0.909 -0.582 -0.72
H 2.144 -1.346 -1.284 0.37
H 3.127 -1.622 -0.048 0.29
O 1.334 0.786 3.288 -0.68
H 1.745 0.904 2.424 0.42
H 1.970 1.182 3.866 0.31
O -0.849 -3.150 -1.058 -0.82
H -0.663 -3.462 -0.158 0.34
H -1.330 -2.276 -0.963 0.39
O 0.195 0.166 -3.281 -0.68
H 0.326 0.171 -4.259 0.28
H 0.714 -0.630 -2.976 0.42
O 1.209 -2.165 -2.405 -0.71
H 1.507 -2.801 -2.988 0.24
H 0.424 -2.533 -1.900 0.46
```

Computed properties:
- HOMO-LUMO gap: 8.77 eV
- SMILES: CC[C@@H](N)CNCO.O.O.O.O.O
- E_LUMO: 0.3 eV

=====

## Q
C5H24N2O6 | ωB97M-V/def2-TZVPD

```
37
Properties=species:S:1:pos:R:3:mulliken_charge:R:1
C -1.888 1.721 -0.457 -1.40
C -1.406 0.268 -0.443 0.34
C -1.549 -0.292 0.985 -0.91
O -0.549 0.124 1.928 -0.53
N 0.010 0.260 -0.822 0.25
C 0.424 -0.754 -1.767 -0.43
C -0.096 -2.234 -1.613 -0.95
N 0.383 -2.833 -0.343 -0.56
H -2.642 1.996 0.303 0.34
H -1.094 2.403 -0.138 0.15
H -2.228 1.985 -1.445 0.42
H -1.941 -0.477 -1.012 0.29
H -1.610 -1.377 1.125 0.34
H -2.503 0.005 1.440 0.36
H -0.357 1.093 1.845 0.33
H 0.664 0.376 -0.066 0.15
H 0.043 -0.427 -2.752 0.28
H 1.524 -0.757 -1.737 0.35
H 0.199 -2.802 -2.486 0.38
H -1.160 -2.141 -1.412 0.31
H 1.369 -2.739 -0.182 0.31
H -0.271 -2.588 0.370 0.33
O -3.976 -1.465 -0.316 -0.57
H -4.410 -1.017 -1.061 0.29
H -4.293 -2.393 -0.296 0.29
O 2.034 3.193 -1.816 -0.65
H 2.002 3.354 -0.858 0.30
H 1.872 2.248 -1.837 0.34
O 2.908 0.682 0.443 -0.58
H 3.092 -0.004 -0.199 0.26
H 2.568 0.027 1.083 0.36
O 2.267 -1.801 1.409 -0.72
H 1.498 -1.730 1.976 0.30
H 2.667 -2.666 1.466 0.29
O 0.718 2.651 2.156 -0.67
H 1.680 2.726 2.316 0.31
H 0.425 3.267 1.502 0.31
```

Computed properties:
- HOMO-LUMO gap: 8.38 eV
- SMILES: C[C@H](CO)NCCN.O.O.O.O.O
- E_LUMO: 0.4 eV

=====

Ordering by calculated energy gives the sequence P, Q, with the first entry being the most stable.

=====

## P
C2H3P | ωB97M-V/def2-TZVPD

```
6
Properties=species:S:1:pos:R:3:mulliken_charge:R:1
C 0.878 -0.524 -0.201 -0.50
C 2.091 -0.427 -0.420 -0.18
P -1.545 -0.775 0.230 0.10
H 3.046 -0.110 -0.414 0.35
H -1.635 0.378 -0.716 0.12
H -1.541 -0.009 1.456 0.11
```

Computed properties:
- HOMO-LUMO gap: 8.80 eV
- E_LUMO: -1.0 eV

=====

## Q
C2H3P | ωB97M-V/def2-TZVPD

```
6
Properties=species:S:1:pos:R:3:mulliken_charge:R:1
C -0.051 -0.798 -0.280 -0.24
C -0.129 -2.010 -0.227 -0.43
P -0.103 2.083 -0.139 0.14
H -0.329 -3.103 -0.443 0.26
H 1.319 1.982 -0.054 0.13
H -0.707 1.847 1.143 0.13
```

Computed properties:
- HOMO-LUMO gap (spin up / spin down): 7.22 / 7.22 eV
- E_LUMO (spin up / spin down): -2.4 / -2.4 eV

=====

Ordering by calculated energy gives the sequence P, Q, with the first entry being the most stable.